Record 1
Formula: C13H14CoN5O2S7
Source: the OMol25 dataset
Level of theory: wB97M-V/def2-TZVPD

The geometry in ORCA input format:
```
! wB97M-V def2-TZVPD RIJCOSX def2/J DEFGRID3
* xyz -1 2
Co -0.371 -0.060 0.107
C -2.271 4.667 1.680
S -3.238 3.604 0.588
C -2.123 2.310 0.154
S -0.476 2.264 0.653
N -2.696 1.456 -0.643
N -1.823 0.454 -0.972
C -1.908 -0.104 -2.132
C -0.740 -0.881 -2.528
C -0.660 -1.614 -3.699
C 0.541 -2.227 -4.021
C 1.620 -2.067 -3.167
C 1.461 -1.322 -2.008
N 0.312 -0.742 -1.681
H -2.915 4.964 2.504
H -1.921 5.548 1.147
H -1.421 4.106 2.060
H -2.733 0.120 -2.800
H -1.535 -1.720 -4.325
H 0.623 -2.842 -4.907
H 2.570 -2.540 -3.370
H 2.282 -1.205 -1.316
S -0.557 -6.425 -3.848
C -0.290 -5.475 -2.504
S 1.199 -5.407 -1.653
C 0.806 -4.171 -0.467
C -0.469 -3.696 -0.553
S -1.253 -2.507 0.448
S -1.455 -4.439 -1.804
S 2.085 -3.743 0.632
C -2.352 -1.642 4.169
O -0.938 -1.564 3.949
C -0.602 -0.899 2.842
O -1.370 -0.222 2.188
N 0.737 -1.010 2.589
N 1.148 -0.706 1.265
H -2.474 -2.297 5.027
H -2.836 -2.064 3.290
H -2.760 -0.654 4.377
H 1.184 -1.831 2.979
H 1.411 -1.622 0.828
H 1.977 -0.118 1.326
*
```

The HOMO energy (alpha / beta) comes out at -0.12967 / -0.13270 Eh. Its LUMO energy (alpha / beta) is 1.8 / 1.9 eV. As for the energy above the lowest of the compared OMol25 structures with the same formula, charge and spin: 0.0 kcal per mole. As for the expectation value of S²: 0.783.


Record 2
Formula: CH6S2
Source: the OMol25 dataset
Level of theory: wB97M-V/def2-TZVPD

The geometry in ORCA input format:
```
! wB97M-V def2-TZVPD RIJCOSX def2/J DEFGRID3
* xyz 0 1
C 3.178 0.354 0.331
H 2.908 1.282 -0.160
H 2.385 -0.378 0.449
H 3.979 -0.043 -0.290
H 3.540 0.587 1.331
S -0.794 -1.109 -0.428
S -1.126 0.862 0.259
H 0.160 -0.847 -1.344
H 0.124 1.015 0.753
*
```

As for the SMILES: SS.C. The HOMO energy comes out at -0.34004 Eh. Its LUMO energy is 0.2 eV. As for the energy above the lowest of the compared OMol25 structures with the same formula, charge and spin: 2.8 kcal per mole.


Record 3
Formula: C24H44BNP2Ru
Source: the OMol25 dataset
Level of theory: wB97M-V/def2-TZVPD

The geometry in ORCA input format:
```
! wB97M-V def2-TZVPD RIJCOSX def2/J DEFGRID3
* xyz 2 5
Ru -1.552 -0.171 1.303
C 0.329 1.265 3.264
C -0.963 1.268 2.598
C -0.911 -0.440 4.225
C 0.331 0.223 4.200
C -1.797 0.247 3.302
C 1.365 2.311 3.152
H 1.142 2.996 2.331
H 2.347 1.849 2.984
H 1.428 2.902 4.086
C 1.508 -0.140 5.034
H 2.233 0.678 5.098
H 2.035 -0.993 4.581
H 1.239 -0.431 6.056
C -1.185 -1.666 5.003
H -1.005 -1.540 6.084
H -0.540 -2.493 4.662
H -2.224 -1.981 4.873
C -3.262 0.330 3.312
H -3.646 1.365 3.351
H -3.666 -0.258 4.149
H -3.586 -0.109 2.338
C -1.522 2.386 1.826
H -2.107 3.033 2.491
H -2.196 1.991 1.037
H -0.718 2.967 1.373
C 3.028 0.174 -0.675
C 2.785 1.494 -0.576
C 1.482 2.256 -0.789
C 0.126 1.642 -1.211
C -0.446 0.340 -0.811
C -0.260 -0.960 -1.487
C 1.208 -1.554 -1.407
C 2.421 -0.675 -1.758
H 1.717 3.051 -1.535
H 0.030 1.790 -2.311
H 1.290 2.805 0.168
H 2.114 0.044 -2.565
H 3.742 -0.312 0.035
H 3.530 2.177 -0.150
H 3.197 -1.337 -2.200
H 1.311 -1.828 -0.351
H -0.794 -1.676 -0.817
H 1.263 -2.474 -1.997
H -0.621 2.366 -0.826
H -1.548 0.496 -0.525
P 0.707 0.416 -4.083
C 2.156 -0.299 -4.969
C 0.239 1.814 -5.189
P -1.525 -1.000 -2.855
C -0.510 -0.939 -4.385
C -2.652 0.395 -2.924
C -2.520 -2.466 -2.881
H 2.272 -1.348 -4.677
H 3.049 0.261 -4.666
H 2.025 -0.224 -6.053
H 0.272 1.503 -6.245
H 0.996 2.595 -5.010
H -0.759 2.203 -4.926
H -2.639 -2.819 -3.908
H -3.502 -2.231 -2.459
H -2.010 -3.227 -2.282
H 0.021 -1.898 -4.538
H -1.055 -0.709 -5.320
H -3.566 0.078 -2.406
H -2.892 0.642 -3.968
H -2.239 1.288 -2.431
B 1.259 -3.181 2.819
C 0.246 -2.403 2.002
N -0.548 -1.772 1.400
H 0.632 -4.061 3.373
H 1.807 -2.468 3.659
H 2.084 -3.558 1.997
*
```

The HOMO energy (alpha / beta) comes out at -0.48859 / -0.50055 Eh. Its LUMO energy (alpha / beta) is -7.1 / -8.9 eV. As for the energy above the lowest of the compared OMol25 structures with the same formula, charge and spin: 80.6 kcal per mole. As for the expectation value of S²: 6.072.


Record 4
Formula: C6H8LiO6Zn
Source: the OMol25 dataset
Level of theory: wB97M-V/def2-TZVPD

The geometry in ORCA input format:
```
! wB97M-V def2-TZVPD RIJCOSX def2/J DEFGRID3
* xyz 0 2
O -0.976 -1.109 2.004
C 2.334 1.736 1.626
C 0.205 -0.545 2.305
O 3.184 2.099 2.450
O 2.234 0.454 1.418
C 1.023 -0.244 1.044
H 0.786 -1.090 3.078
H 0.762 2.271 0.204
H 0.376 0.406 0.445
H 1.346 -1.162 0.539
Li -2.321 0.126 1.773
Zn 4.200 3.570 2.369
O -0.588 2.939 2.884
C -1.619 2.224 2.351
C 0.319 3.631 2.046
O -2.295 1.587 3.190
O -1.712 2.071 1.114
C 1.153 2.783 1.086
H 0.951 4.210 2.729
H -0.259 4.345 1.445
H 1.580 3.559 0.428
H 0.266 0.594 2.798
*
```

The HOMO energy (alpha / beta) comes out at -0.28163 / -0.28137 Eh. Its LUMO energy (alpha / beta) is -1.0 / -3.4 eV. As for the energy above the lowest of the compared OMol25 structures with the same formula, charge and spin: 3.4 kcal per mole. As for the expectation value of S²: 0.751.


Record 5
Formula: C18H45BFN7O4P
Source: the OMol25 dataset
Level of theory: wB97M-V/def2-TZVPD

The geometry in ORCA input format:
```
! wB97M-V def2-TZVPD RIJCOSX def2/J DEFGRID3
* xyz 1 1
C 0.849 1.422 2.093
C 0.963 0.014 2.718
C -0.454 -0.612 2.827
C -0.997 -0.546 4.296
C -0.589 -1.997 2.171
O -1.945 -2.442 2.142
B -2.188 -3.555 2.962
O -2.800 -3.361 4.199
O -1.825 -4.843 2.620
C -0.332 -1.713 0.667
N 0.053 -3.074 0.204
C 0.523 -3.119 -1.184
C -0.642 -3.411 -2.151
C -1.327 -4.716 -1.672
F -2.324 -4.402 -0.758
C 0.973 -3.395 1.178
N 2.119 -3.992 1.028
N 0.428 -3.024 2.345
C 1.232 -3.108 3.569
N 1.374 -4.528 3.963
C 0.605 -4.829 5.199
H 0.494 2.156 2.823
H 0.115 1.433 1.279
H 1.790 1.784 1.672
H 1.413 0.165 3.702
H 1.656 -0.573 2.107
H -1.125 0.042 2.265
H -0.284 0.011 4.909
H -1.110 -1.540 4.731
H -1.947 -0.016 4.357
H -3.705 -3.068 3.996
H -2.425 -5.203 1.948
H 0.585 -1.140 0.449
H -1.098 -1.181 0.105
H 1.241 -3.932 -1.340
H 1.042 -2.181 -1.432
H -1.405 -2.630 -2.103
H -0.258 -3.541 -3.164
H -0.569 -5.297 -1.133
H -1.737 -5.301 -2.495
H 2.688 -4.150 1.856
H 2.488 -4.326 0.151
H 2.232 -2.683 3.397
H 0.791 -2.587 4.417
H 0.926 -5.098 3.252
H 0.288 -5.873 5.114
H -0.317 -4.241 5.290
H 1.246 -4.776 6.081
O 0.756 2.522 -4.387
P 0.036 3.715 -3.781
N 1.391 4.769 -3.588
C 2.435 4.492 -2.618
C 1.975 5.154 -4.868
N -0.498 2.948 -2.345
C -0.191 3.370 -1.001
C -0.672 1.504 -2.392
N -1.095 5.034 -3.411
C -2.307 4.946 -4.248
C -0.718 6.435 -3.259
H 3.190 5.280 -2.650
H 2.932 3.528 -2.793
H 2.048 4.512 -1.599
H 1.194 5.515 -5.548
H 2.487 4.317 -5.356
H 2.684 5.973 -4.737
H 0.777 2.973 -0.667
H -0.956 3.007 -0.306
H -0.186 4.455 -0.892
H 0.282 0.973 -2.257
H -1.100 1.195 -3.343
H -1.367 1.179 -1.610
H -2.105 5.243 -5.282
H -3.105 5.575 -3.852
H -2.682 3.918 -4.258
H -0.337 6.880 -4.183
H 0.019 6.563 -2.471
H -1.597 7.008 -2.950
*
```

The HOMO energy comes out at -0.36901 Eh. Its LUMO energy is -2.4 eV.


Record 6
Formula: C9H10N4O2RuS
Source: the OMol25 dataset
Level of theory: wB97M-V/def2-TZVPD

The geometry in ORCA input format:
```
! wB97M-V def2-TZVPD RIJCOSX def2/J DEFGRID3
* xyz 2 5
Ru 0.737 0.094 0.536
N 1.257 3.791 2.786
C 0.977 2.769 2.026
S 2.018 1.350 2.015
N -0.116 2.837 1.234
N -0.323 1.806 0.468
C -1.333 1.822 -0.390
C -1.368 0.752 -1.336
C -2.295 0.665 -2.371
C -2.196 -0.395 -3.265
C -1.185 -1.326 -3.105
C -0.276 -1.180 -2.051
N -0.369 -0.175 -1.193
H 2.087 3.798 3.365
H 0.638 4.594 2.817
H -2.062 2.626 -0.376
H -3.069 1.415 -2.470
H -2.899 -0.491 -4.082
H -1.077 -2.157 -3.788
H 0.541 -1.877 -1.913
C 1.640 -3.584 1.762
C 1.296 -2.194 1.386
O 0.295 -1.580 1.879
O 1.970 -1.545 0.509
H 0.941 -4.264 1.270
H 1.515 -3.724 2.834
H 2.653 -3.827 1.452
*
```

The HOMO energy (alpha / beta) comes out at -0.60051 / -0.61848 Eh. Its LUMO energy (alpha / beta) is -8.8 / -11.0 eV. As for the expectation value of S²: 6.054.


Record 7
Formula: C7H7NO2S
Source: the OMol25 dataset
Level of theory: wB97M-V/def2-TZVPD

The geometry in ORCA input format:
```
! wB97M-V def2-TZVPD RIJCOSX def2/J DEFGRID3
* xyz 0 1
C -0.515 -1.949 0.803
C -0.022 -0.760 0.975
C -2.112 -0.891 -0.553
C 0.679 2.461 -0.378
C -0.223 -3.381 1.122
C 1.508 2.693 -1.618
C -0.105 0.525 0.859
N -1.660 -1.875 0.001
O 0.040 3.210 0.278
O 0.695 1.133 -0.143
S -2.605 0.509 -0.983
H 0.772 -3.649 0.650
H -0.034 -3.580 2.130
H -1.080 -3.903 0.695
H 0.813 2.850 -2.436
H 2.117 1.824 -1.776
H 2.205 3.654 -1.296
H -0.474 1.127 1.671
*
```

The HOMO energy comes out at -0.32524 Eh. Its LUMO energy is 0.3 eV. As for the energy above the lowest of the compared OMol25 structures with the same formula, charge and spin: 38.2 kcal per mole.


Record 8
Formula: C10H11F18MgN4O13S6
Source: the OMol25 dataset
Level of theory: wB97M-V/def2-TZVPD

The geometry in ORCA input format:
```
! wB97M-V def2-TZVPD RIJCOSX def2/J DEFGRID3
* xyz -1 1
Mg -0.396 0.216 -0.465
C -0.430 -3.916 -1.262
F -1.032 -3.911 -0.072
F 0.883 -3.937 -1.055
F -0.758 -4.965 -1.998
S -0.839 -2.327 -2.295
O 0.502 -1.884 -2.602
O -1.608 -2.718 -3.424
N -1.502 -1.116 -1.181
S -3.002 -0.921 -1.591
O -3.461 0.167 -0.731
O -3.331 -0.780 -2.994
C -3.932 -2.481 -1.019
F -5.225 -2.237 -1.004
F -3.668 -3.514 -1.785
F -3.572 -2.753 0.219
C -3.585 0.208 2.537
F -3.910 -0.160 3.762
F -4.224 -0.604 1.724
F -3.951 1.444 2.320
S -1.689 -0.046 2.287
O -1.094 0.148 3.565
O -1.558 -1.390 1.771
N -1.169 1.041 1.058
S -0.965 2.510 1.714
O -1.609 2.764 2.972
O 0.431 2.872 1.678
C -1.810 3.682 0.464
F -2.564 4.619 1.038
F -0.841 4.277 -0.230
F -2.592 2.929 -0.310
C 2.671 3.055 -0.932
F 2.894 2.595 0.282
F 1.675 3.895 -0.917
F 3.755 3.653 -1.382
S 2.255 1.519 -2.036
O 2.675 1.847 -3.364
O 2.868 0.382 -1.406
N 0.529 1.242 -1.743
S -0.169 2.009 -2.953
O -1.579 2.011 -2.647
O 0.306 3.323 -3.274
C -0.032 0.881 -4.490
F 0.118 1.756 -5.490
F 1.011 0.063 -4.517
F -1.107 0.156 -4.702
C 1.931 -2.638 2.015
C 1.596 -1.156 1.813
C 2.785 -0.227 2.046
O 3.374 -0.570 3.283
C 4.321 0.402 3.661
N 1.097 -0.979 0.415
H 2.712 -2.958 1.320
H 1.071 -3.293 1.866
H 2.288 -2.810 3.032
H 0.849 -0.846 2.543
H 2.544 0.836 1.972
H 3.518 -0.458 1.254
H 4.895 0.140 4.548
H 3.937 1.421 3.708
H 5.121 0.403 2.905
H 0.654 -1.883 0.267
H 1.936 -0.990 -0.169
*
```

The HOMO energy comes out at -0.29724 Eh. Its LUMO energy is 2.5 eV. As for the energy above the lowest of the compared OMol25 structures with the same formula, charge and spin: 2.0 kcal per mole.


Record 9
Formula: C2H3NO4
Source: the OMol25 dataset
Level of theory: wB97M-V/def2-TZVPD

The geometry in ORCA input format:
```
! wB97M-V def2-TZVPD RIJCOSX def2/J DEFGRID3
* xyz 0 1
C 1.147 1.208 -0.553
C 0.134 1.737 0.126
N 1.754 0.017 -0.063
O 1.623 -0.263 1.077
O 2.491 -0.472 -0.846
O -0.692 2.324 0.649
O -0.618 -0.619 -1.345
H 1.644 1.477 -1.487
H -0.430 -1.069 -0.524
H -1.306 -0.937 -1.991
*
```

As for the SMILES: O=C=C[N+](=O)[O-].O. The HOMO energy comes out at -0.36565 Eh. Its LUMO energy is -0.1 eV. As for the energy above the lowest of the compared OMol25 structures with the same formula, charge and spin: 125.2 kcal per mole.


Record 10
Formula: C18H30N2NdO11P2
Source: the OMol25 dataset
Level of theory: wB97M-V/def2-TZVPD

The geometry in ORCA input format:
```
! wB97M-V def2-TZVPD RIJCOSX def2/J DEFGRID3
* xyz 1 4
Nd -0.524 0.436 0.752
C 1.116 5.281 0.137
N 0.040 4.371 -0.291
C -0.335 4.403 -1.688
C -0.485 3.502 0.542
O -1.258 2.598 0.148
C -0.174 3.504 2.026
O -0.514 2.169 2.437
C -0.348 1.895 3.827
C -0.919 0.490 3.989
O -1.628 0.005 3.034
N -0.754 -0.197 5.130
C -0.182 0.245 6.400
C -1.081 -1.627 5.176
H 0.733 5.941 0.975
H 1.323 5.886 -0.736
H 2.063 4.742 0.368
H 0.487 4.329 -2.390
H -0.914 5.300 -1.956
H -0.997 3.579 -1.932
H -0.873 4.221 2.468
H 0.864 3.832 2.237
H -0.851 2.635 4.473
H 0.724 1.938 4.142
H -0.986 0.176 7.116
H 0.208 1.236 6.401
H 0.649 -0.413 6.702
H -2.058 -1.792 4.817
H -1.089 -1.956 6.179
H -0.343 -2.158 4.596
O 3.256 -1.625 1.715
P 2.227 -0.561 1.263
O 1.307 -0.990 0.134
O 1.400 0.011 2.358
O 3.279 0.573 0.812
P 2.714 2.052 0.386
O 3.251 2.251 -1.139
O 3.091 3.122 1.333
O 1.241 1.781 0.191
H 4.121 -1.494 1.265
H 4.091 2.735 -1.248
C -0.858 -4.091 -6.623
C -0.885 -3.622 -5.186
C -1.844 -2.709 -4.736
C -1.916 -2.311 -3.416
C -3.098 -1.475 -3.027
C -0.940 -2.770 -2.489
C -0.835 -2.227 -1.178
O -1.435 -1.236 -0.740
C 0.042 -3.737 -2.956
C 0.950 -4.424 -1.997
C 0.082 -4.009 -4.281
H -0.010 -4.750 -6.878
H -0.746 -3.212 -7.291
H -1.869 -4.541 -6.874
H -2.669 -2.415 -5.406
H -3.947 -1.575 -3.714
H -2.872 -0.339 -2.994
H -3.413 -1.717 -2.000
H -0.026 -2.709 -0.606
H 1.491 -3.748 -1.334
H 1.693 -4.987 -2.496
H 0.364 -5.092 -1.326
H 0.871 -4.731 -4.599
*
```

The HOMO energy (alpha / beta) comes out at -0.42641 / -0.42644 Eh. Its LUMO energy (alpha / beta) is -3.0 / -3.0 eV. As for the energy above the lowest of the compared OMol25 structures with the same formula, charge and spin: 10.2 kcal per mole. As for the expectation value of S²: 3.752.


Record 11
Formula: C3H4KLiO4
Source: the OMol25 dataset
Level of theory: wB97M-V/def2-TZVPD

The geometry in ORCA input format:
```
! wB97M-V def2-TZVPD RIJCOSX def2/J DEFGRID3
* xyz 1 2
H 3.238 -2.901 0.498
C 2.989 -2.246 1.337
C 2.373 -2.470 2.625
O 1.722 -1.760 1.522
H 1.899 -3.427 2.859
H 2.636 -1.829 3.468
O -1.530 1.551 -1.013
C -2.050 2.391 -1.754
O -3.338 2.217 -2.151
K -0.101 -0.273 0.482
H -3.620 1.305 -2.012
Li -2.742 4.102 -3.498
O -1.475 3.340 -2.362
*
```

The HOMO energy (alpha / beta) comes out at -0.43582 / -0.47455 Eh. Its LUMO energy (alpha / beta) is -3.1 / -3.1 eV. As for the energy above the lowest of the compared OMol25 structures with the same formula, charge and spin: 0.4 kcal per mole. As for the expectation value of S²: 0.753.


Record 12
Formula: C4H12
Source: the OMol25 dataset
Level of theory: wB97M-V/def2-TZVPD

The geometry in ORCA input format:
```
! wB97M-V def2-TZVPD RIJCOSX def2/J DEFGRID3
* xyz -1 2
C -0.404 -0.013 -1.837
C 0.846 0.530 -2.528
H -1.199 0.754 -1.909
H -0.963 -0.807 -2.335
H -0.293 -0.210 -0.776
H 1.565 -0.276 -2.645
H 1.296 1.298 -1.885
H 0.587 1.062 -3.438
C -0.962 -0.342 2.322
C 0.572 -0.218 2.074
H -1.304 -1.344 2.571
H -1.200 0.269 3.200
H -1.495 0.086 1.476
H 0.887 0.751 2.459
H 0.762 -0.189 1.005
H 1.081 -1.063 2.527
*
```

The HOMO energy (alpha / beta) comes out at 0.05779 / -0.27963 Eh. Its LUMO energy (alpha / beta) is 4.3 / 4.5 eV. As for the energy above the lowest of the compared OMol25 structures with the same formula, charge and spin: 9.1 kcal per mole. As for the expectation value of S²: 0.750.


no.,strongest force on any atom (eV/A),E_tot (hartree)
1,0.95,-5098.238297
2,1.00,-838.050277
3,3.40,-1797.187251
4,4.86,-2471.657738
5,5.98,-1862.984869
6,2.55,-1210.898125
7,3.79,-874.249081
8,6.16,-5971.710524
9,3.69,-433.563983
10,2.76,-2885.423054
11,2.39,-1024.943261
12,1.78,-159.515718